*w*
Formula: C8H11NO3
Source: the OMol25 dataset
Level of theory: ωB97M-V/def2-TZVPD

Values from the calculation:
Molar mass = 169.2 g mol⁻¹
Structure (SMILES) = CC1(C)C(=O)N[C@]2(C)C(=O)O[C@H]12
LUMO energy = 0.0232 Ha
E_HOMO = -9.9 eV

Positions of all 23 atoms, in Å:
1 C 2.186 -0.610 0.386
2 C 0.963 0.342 0.294
3 C 1.365 1.616 1.113
4 C 0.607 0.969 -1.088
5 O 1.275 1.776 -1.692
6 N -0.628 0.434 -1.400
7 C -1.208 -0.558 -0.465
8 C -1.748 -1.853 -1.017
9 C -2.200 0.306 0.357
10 O -3.267 0.721 0.107
11 O -1.324 0.557 1.344
12 C -0.288 -0.350 0.814
13 H 2.819 -0.241 -0.383
14 H 1.729 -1.531 0.017
15 H 2.501 -0.720 1.364
16 H 2.106 2.356 0.668
17 H 1.691 1.456 2.122
18 H 0.384 2.076 1.382
19 H -1.274 0.991 -1.920
20 H -2.546 -2.111 -0.443
21 H -0.982 -2.765 -1.009
22 H -2.192 -1.781 -1.976
23 H 0.031 -1.082 1.426

Per-atom natural (NBO) charges, elementary charge units:
1. C -0.5883
2. C -0.1697
3. C -0.6255
4. C 0.6996
5. O -0.5778
6. N -0.6211
7. C 0.0053
8. C -0.6168
9. C 0.7931
10. O -0.5397
11. O -0.4855
12. C 0.1044
13. H 0.2376
14. H 0.1920
15. H 0.2164
16. H 0.2494
17. H 0.2085
18. H 0.2258
19. H 0.4140
20. H 0.2232
21. H 0.2198
22. H 0.2365
23. H 0.1988

=====

*x*
Formula: C8H11NO3
Source: the OMol25 dataset
Level of theory: ωB97M-V/def2-TZVPD

Values from the calculation:
Molar mass = 169.2 g mol⁻¹
Structure (SMILES) = CC1=C[C@](O)([N+](=O)[O-])[C@@H](C)C=C1
LUMO energy = 0.0006 Ha
E_HOMO = -8.9 eV

Positions of all 23 atoms, in Å:
1 C 2.404 2.110 0.040
2 C 1.419 1.023 0.050
3 C 0.108 1.251 0.025
4 C -1.029 0.135 -0.233
5 O -1.066 0.120 -1.705
6 N -2.291 0.711 0.270
7 O -2.392 0.831 1.473
8 O -3.154 0.952 -0.536
9 C -0.455 -1.082 0.479
10 C -1.315 -2.332 0.264
11 C 0.924 -1.393 0.050
12 C 1.833 -0.399 -0.138
13 H 2.956 1.959 -0.864
14 H 3.219 2.091 0.806
15 H 2.122 3.212 -0.003
16 H -0.188 2.231 0.212
17 H -1.992 0.358 -2.056
18 H -0.452 -0.760 1.564
19 H -1.517 -2.441 -0.800
20 H -2.383 -2.358 0.731
21 H -0.727 -3.220 0.670
22 H 1.105 -2.418 0.068
23 H 2.871 -0.582 -0.365

Per-atom natural (NBO) charges, elementary charge units:
1. C -0.6393
2. C -0.0484
3. C -0.1623
4. C 0.3219
5. O -0.7285
6. N 0.5234
7. O -0.3627
8. O -0.3737
9. C -0.3121
10. C -0.6151
11. C -0.1537
12. C -0.1855
13. H 0.2235
14. H 0.2235
15. H 0.2317
16. H 0.2018
17. H 0.5079
18. H 0.2647
19. H 0.2242
20. H 0.2221
21. H 0.2143
22. H 0.2104
23. H 0.2118

=====

Best to worst by energy: *w*, *x*.

=====

*w*
Formula: C2HNO
Source: the OMol25 dataset
Level of theory: ωB97M-V/def2-TZVPD

Values from the calculation:
Molar mass = 55.0 g mol⁻¹
Structure (SMILES) = N#CC=O
LUMO energy = -0.0593 Ha
E_HOMO = -11.5 eV

Positions of all 5 atoms, in Å:
1 N -1.831 -0.594 0.019
2 C -0.759 0.003 -0.138
3 C 0.525 0.215 -0.042
4 O 1.214 -0.847 -0.030
5 H 0.851 1.223 0.191

Per-atom natural (NBO) charges, elementary charge units:
1. N -0.1570
2. C 0.1442
3. C 0.2512
4. O -0.4127
5. H 0.1744

=====

*x*
Formula: C2HNO
Source: the OMol25 dataset
Level of theory: ωB97M-V/def2-TZVPD

Values from the calculation:
Molar mass = 55.0 g mol⁻¹
Structure (SMILES) = N#CC=O
LUMO energy = -0.0294 Ha
E_HOMO = -11.8 eV

Positions of all 5 atoms, in Å:
1 N 1.983 0.205 0.781
2 C 0.906 0.070 0.344
3 C -0.726 -0.118 -0.299
4 O -1.260 -1.073 -0.755
5 H -0.903 0.915 -0.072

Per-atom natural (NBO) charges, elementary charge units:
1. N -0.3150
2. C 0.0674
3. C 0.4739
4. O -0.4084
5. H 0.1820

=====

Best to worst by energy: *x*, *w*.

=====

*w*
Formula: C2H2Cl2O2
Source: the OMol25 dataset
Level of theory: ωB97M-V/def2-TZVPD

Values from the calculation:
Molar mass = 128.9 g mol⁻¹
LUMO energy = -0.0006 Ha
E_HOMO = -9.0 eV

Positions of all 8 atoms, in Å:
1 C 0.556 0.210 1.496
2 C -0.980 -0.316 -2.092
3 O 1.299 -0.373 0.812
4 O 0.221 -0.203 -1.904
5 Cl -1.952 -0.765 -0.628
6 Cl -0.270 1.617 0.842
7 H 0.453 -0.099 2.477
8 H 0.673 -0.071 -1.002

Per-atom natural (NBO) charges, elementary charge units:
1. C 0.4103
2. C 0.2979
3. O -0.5074
4. O -0.6527
5. Cl -0.1938
6. Cl -0.0383
7. H 0.1670
8. H 0.5170

=====

*x*
Formula: C2H2Cl2O2
Source: the OMol25 dataset
Level of theory: ωB97M-V/def2-TZVPD

Values from the calculation:
Molar mass = 128.9 g mol⁻¹
Structure (SMILES) = O=COC(Cl)Cl
LUMO energy = 0.0166 Ha
E_HOMO = -10.8 eV

Positions of all 8 atoms, in Å:
1 O -0.285 0.970 1.720
2 C 0.671 0.887 1.138
3 O 0.702 0.076 -0.270
4 C -0.409 -0.490 -0.700
5 Cl -0.144 -0.559 -2.519
6 Cl -0.737 -2.115 -0.093
7 H 1.645 1.131 1.305
8 H -1.444 0.101 -0.581

Per-atom natural (NBO) charges, elementary charge units:
1. O -0.4356
2. C 0.6985
3. O -0.6109
4. C 0.0882
5. Cl -0.0742
6. Cl -0.0341
7. H 0.1574
8. H 0.2107

=====

Best to worst by energy: *x*, *w*.

=====

*w*
Formula: C3H7IN3
Source: the OMol25 dataset
Level of theory: ωB97M-V/def2-TZVPD

Values from the calculation:
Total charge = +1
Molar mass = 212.0 g mol⁻¹
Structure (SMILES) = CN1[NH2+]CN=C1I
LUMO energy = -0.1381 Ha
E_HOMO = -13.1 eV

Positions of all 14 atoms, in Å:
1 C 1.396 0.963 0.749
2 N 0.196 0.516 0.087
3 N -0.574 -0.522 0.704
4 C -1.284 -1.257 -0.505
5 N -0.975 -0.546 -1.657
6 C -0.033 0.523 -1.256
7 I 0.715 1.899 -2.563
8 H 1.152 1.635 1.573
9 H 1.984 0.121 1.122
10 H 2.008 1.513 0.033
11 H -1.297 -0.123 1.323
12 H 0.013 -1.163 1.263
13 H -2.360 -1.263 -0.310
14 H -0.941 -2.296 -0.564

Per-atom natural (NBO) charges, elementary charge units:
1. C -0.4353
2. N -0.3002
3. N -0.3658
4. C -0.0692
5. N -0.4660
6. C 0.2044
7. I 0.4024
8. H 0.2308
9. H 0.2139
10. H 0.2603
11. H 0.4398
12. H 0.4376
13. H 0.2248
14. H 0.2224

=====

*x*
Formula: C3H7IN3
Source: the OMol25 dataset
Level of theory: ωB97M-V/def2-TZVPD

Values from the calculation:
Total charge = +1
Molar mass = 212.0 g mol⁻¹
Structure (SMILES) = C=N/C(I)=[N+](/C)N
LUMO energy = -0.1595 Ha
E_HOMO = -13.6 eV

Positions of all 14 atoms, in Å:
1 C 0.992 2.760 -0.016
2 N 0.118 1.891 0.181
3 C 0.576 0.148 -0.161
4 I 2.551 -0.404 -0.251
5 N -0.379 -0.702 -0.013
6 C -0.160 -2.106 0.128
7 N -1.643 -0.296 -0.119
8 H 2.006 2.891 -0.535
9 H 0.689 3.643 0.532
10 H -0.353 -2.466 -0.802
11 H 0.796 -2.466 0.562
12 H -0.894 -2.646 0.769
13 H -2.362 -0.949 -0.219
14 H -1.938 0.704 -0.056

Per-atom natural (NBO) charges, elementary charge units:
1. C -0.0374
2. N -0.3624
3. C 0.2051
4. I 0.3403
5. N -0.1538
6. C -0.4547
7. N -0.6179
8. H 0.2294
9. H 0.2318
10. H 0.2342
11. H 0.2708
12. H 0.2582
13. H 0.4097
14. H 0.4467

=====

Best to worst by energy: *w*, *x*.

=====

*w*
Formula: C5H9N2O
Source: the OMol25 dataset
Level of theory: ωB97M-V/def2-TZVPD

Values from the calculation:
Total charge = +1
Molar mass = 113.1 g mol⁻¹
LUMO energy (alpha / beta) = -0.1611 / -0.1611 Ha
E_HOMO (alpha / beta) = -13.3 / -13.3 eV

Positions of all 17 atoms, in Å:
1 C 1.712 1.127 -0.075
2 C -2.441 0.004 0.120
3 C -1.207 0.723 0.438
4 C -0.445 -0.632 -0.766
5 C 1.530 -1.249 -0.097
6 N 1.754 0.004 0.562
7 N -1.220 -0.728 0.483
8 O -0.448 0.756 -0.810
9 H 1.439 2.000 0.423
10 H 2.092 1.435 -1.024
11 H -3.137 -0.100 0.972
12 H -2.952 0.178 -0.913
13 H -1.107 1.478 1.309
14 H -0.582 -1.337 -1.636
15 H 2.043 -1.562 -1.052
16 H 1.441 -2.012 0.530
17 H 1.528 -0.084 1.537

Per-atom natural (NBO) charges, elementary charge units:
1. C 0.0703
2. C -0.2870
3. C 0.1608
4. C 0.2887
5. C -0.2482
6. N -0.4433
7. N -0.4099
8. O -0.4615
9. H 0.2073
10. H 0.2388
11. H 0.2458
12. H 0.2556
13. H 0.2452
14. H 0.2481
15. H 0.2425
16. H 0.2072
17. H 0.4396

=====

*x*
Formula: C5H9N2O
Source: the OMol25 dataset
Level of theory: ωB97M-V/def2-TZVPD

Values from the calculation:
Total charge = +1
Molar mass = 113.1 g mol⁻¹
Structure (SMILES) = N#CO[C@H]1CC[NH2+]C1
LUMO energy = -0.1340 Ha
E_HOMO = -15.0 eV

Positions of all 17 atoms, in Å:
1 N 2.345 1.149 1.535
2 C 2.120 0.155 0.994
3 O 1.757 -0.912 0.376
4 C 0.704 -0.724 -0.613
5 C -0.589 -1.340 -0.098
6 C -1.372 -0.193 0.560
7 N -0.691 1.095 0.108
8 C 0.366 0.724 -0.904
9 H 1.037 -1.191 -1.537
10 H -1.129 -1.828 -0.905
11 H -0.353 -2.088 0.656
12 H -2.430 -0.146 0.328
13 H -1.264 -0.229 1.641
14 H -1.344 1.763 -0.298
15 H -0.252 1.550 0.912
16 H -0.091 0.777 -1.891
17 H 1.184 1.439 -0.866

Per-atom natural (NBO) charges, elementary charge units:
1. N -0.3942
2. C 0.5253
3. O -0.4565
4. C 0.0852
5. C -0.4572
6. C -0.2302
7. N -0.5085
8. C -0.2720
9. H 0.2481
10. H 0.2557
11. H 0.2732
12. H 0.2489
13. H 0.2428
14. H 0.4490
15. H 0.4602
16. H 0.2522
17. H 0.2782

=====

Best to worst by energy: *x*, *w*.

=====

*w*
Formula: C20H24N2O5S
Source: the OMol25 dataset
Level of theory: ωB97M-V/def2-TZVPD

Values from the calculation:
Molar mass = 404.5 g mol⁻¹
Structure (SMILES) = COc1ccc(S(=O)(=O)N(C)c2ccc(C(=O)N3CCCC3)cc2)cc1OC
LUMO energy = 0.0218 Ha
E_HOMO = -8.4 eV

Positions of all 52 atoms, in Å:
1 C 3.644 4.242 -0.298
2 O 4.359 3.065 -0.614
3 C 3.952 1.840 -0.200
4 C 4.805 0.807 -0.588
5 C 4.544 -0.512 -0.270
6 C 3.416 -0.796 0.469
7 S 2.938 -2.486 0.771
8 O 4.038 -3.371 0.535
9 O 2.243 -2.582 2.017
10 N 1.825 -2.742 -0.492
11 C 2.479 -2.895 -1.770
12 C 0.681 -1.938 -0.407
13 C 0.391 -0.936 -1.333
14 C -0.713 -0.124 -1.155
15 C -1.560 -0.306 -0.069
16 C -2.672 0.667 0.166
17 O -2.452 1.859 0.319
18 N -3.913 0.154 0.220
19 C -4.313 -1.199 -0.109
20 C -5.759 -1.036 -0.575
21 C -6.266 0.090 0.324
22 C -5.063 1.025 0.413
23 C -1.288 -1.326 0.838
24 C -0.185 -2.138 0.668
25 C 2.549 0.203 0.874
26 C 2.793 1.533 0.552
27 O 1.970 2.550 0.924
28 C 0.767 2.249 1.600
29 H 4.222 5.048 -0.749
30 H 3.580 4.398 0.780
31 H 2.639 4.232 -0.722
32 H 5.680 1.079 -1.157
33 H 5.203 -1.312 -0.567
34 H 3.244 -3.657 -1.638
35 H 2.959 -1.973 -2.119
36 H 1.751 -3.230 -2.508
37 H 1.038 -0.769 -2.179
38 H -0.916 0.673 -1.855
39 H -4.272 -1.837 0.782
40 H -3.659 -1.626 -0.871
41 H -5.782 -0.722 -1.619
42 H -6.334 -1.954 -0.472
43 H -6.511 -0.304 1.311
44 H -7.145 0.589 -0.079
45 H -5.076 1.786 -0.375
46 H -4.985 1.541 1.372
47 H -1.932 -1.471 1.692
48 H 0.044 -2.912 1.381
49 H 1.690 -0.081 1.456
50 H 0.957 1.755 2.557
51 H 0.291 3.212 1.777
52 H 0.102 1.635 0.989

Per-atom natural (NBO) charges, elementary charge units:
1. C -0.2413
2. O -0.4912
3. C 0.2788
4. C -0.2499
5. C -0.1970
6. C -0.3673
7. S 2.3260
8. O -0.9339
9. O -0.9309
10. N -0.6604
11. C -0.4317
12. C 0.1230
13. C -0.1980
14. C -0.1917
15. C -0.1403
16. C 0.6702
17. O -0.6304
18. N -0.4262
19. C -0.2113
20. C -0.4057
21. C -0.4116
22. C -0.2132
23. C -0.1972
24. C -0.2023
25. C -0.2816
26. C 0.2978
27. O -0.5177
28. C -0.2568
29. H 0.1891
30. H 0.1863
31. H 0.1869
32. H 0.2314
33. H 0.2412
34. H 0.2444
35. H 0.1876
36. H 0.2154
37. H 0.2161
38. H 0.2259
39. H 0.1857
40. H 0.2192
41. H 0.2043
42. H 0.2192
43. H 0.2033
44. H 0.2210
45. H 0.2030
46. H 0.2131
47. H 0.2194
48. H 0.2479
49. H 0.2506
50. H 0.1740
51. H 0.2062
52. H 0.2006

=====

*x*
Formula: C20H24N2O5S
Source: the OMol25 dataset
Level of theory: ωB97M-V/def2-TZVPD

Values from the calculation:
Molar mass = 404.5 g mol⁻¹
Structure (SMILES) = COc1ccc(S(=O)(=O)N(C)c2ccc(C(=O)N3CCCC3)cc2)cc1OC
LUMO energy = 0.0158 Ha
E_HOMO = -8.6 eV

Positions of all 52 atoms, in Å:
1 C -2.778 4.347 -1.576
2 O -1.663 4.282 -2.440
3 C -0.585 3.510 -2.166
4 C 0.463 3.664 -3.076
5 C 1.638 2.946 -2.963
6 C 1.776 2.079 -1.901
7 S 3.199 1.012 -1.750
8 O 4.220 1.423 -2.664
9 O 3.532 0.857 -0.368
10 N 2.576 -0.452 -2.322
11 C 2.261 -0.402 -3.730
12 C 1.721 -1.135 -1.447
13 C 2.263 -1.649 -0.269
14 C 1.461 -2.312 0.637
15 C 0.103 -2.486 0.387
16 C -0.773 -3.280 1.304
17 O -1.387 -4.257 0.910
18 N -0.833 -2.868 2.589
19 C -0.370 -1.594 3.111
20 C -0.859 -1.583 4.561
21 C -2.114 -2.452 4.512
22 C -1.704 -3.548 3.535
23 C -0.426 -2.012 -0.808
24 C 0.368 -1.335 -1.715
25 C 0.760 1.902 -0.981
26 C -0.436 2.597 -1.098
27 O -1.480 2.422 -0.232
28 C -1.356 1.450 0.779
29 H -3.431 5.100 -2.018
30 H -2.491 4.660 -0.570
31 H -3.306 3.393 -1.522
32 H 0.315 4.365 -3.881
33 H 2.446 3.059 -3.667
34 H 1.398 0.235 -3.956
35 H 2.074 -1.412 -4.091
36 H 3.137 0.007 -4.228
37 H 3.314 -1.512 -0.080
38 H 1.903 -2.734 1.527
39 H -0.817 -0.770 2.541
40 H 0.715 -1.501 3.048
41 H -0.114 -2.046 5.209
42 H -1.053 -0.574 4.920
43 H -2.952 -1.882 4.110
44 H -2.392 -2.847 5.486
45 H -1.144 -4.341 4.043
46 H -2.537 -4.004 2.999
47 H -1.471 -2.182 -1.025
48 H -0.067 -0.967 -2.631
49 H 0.938 1.214 -0.172
50 H -1.174 0.455 0.357
51 H -0.556 1.701 1.482
52 H -2.312 1.457 1.300

Per-atom natural (NBO) charges, elementary charge units:
1. C -0.2414
2. O -0.4883
3. C 0.2715
4. C -0.2433
5. C -0.1913
6. C -0.3611
7. S 2.3303
8. O -0.9321
9. O -0.9314
10. N -0.6677
11. C -0.4317
12. C 0.1224
13. C -0.1515
14. C -0.1993
15. C -0.1390
16. C 0.6702
17. O -0.6155
18. N -0.4346
19. C -0.2086
20. C -0.4080
21. C -0.4087
22. C -0.2170
23. C -0.1743
24. C -0.2508
25. C -0.2839
26. C 0.2905
27. O -0.5181
28. C -0.2611
29. H 0.1915
30. H 0.1842
31. H 0.1854
32. H 0.2330
33. H 0.2431
34. H 0.1879
35. H 0.2199
36. H 0.2425
37. H 0.2355
38. H 0.2172
39. H 0.1844
40. H 0.2083
41. H 0.2054
42. H 0.2182
43. H 0.2015
44. H 0.2201
45. H 0.1911
46. H 0.2336
47. H 0.2281
48. H 0.2231
49. H 0.2490
50. H 0.1888
51. H 0.1803
52. H 0.2017

=====

Best to worst by energy: *w*, *x*.